1.
DFT (ωB97M-V/def2-TZVPD) results for an isolated ion of composition C14H18NS2 and charge +1 at a distorted geometry.

Gap between HOMO and LUMO   7.13 eV
Strongest force on any atom   1.9 eV Å⁻¹
E   -37963.9430 eV
Net charge   +1
HOMO energy   -11.4466 eV
LUMO energy   -4.32 eV
Relative energy (zero: lowest compared OMol25 entry of this formula, charge and spin)   0.014 eV

Geometry (Å):
C1 3.607 -0.415 2.199
C2 2.189 -0.199 1.968
N1 1.616 0.970 2.211
C3 0.221 0.939 2.044
C4 -0.729 1.835 2.554
C5 -2.036 1.368 2.714
C6 -2.356 0.022 2.481
C7 -3.756 -0.516 2.691
C8 -1.345 -0.852 1.995
C9 -0.070 -0.404 1.702
C10 1.235 -1.257 1.571
C11 1.814 -2.081 0.361
S1 0.814 -3.570 0.315
C12 1.223 -4.455 -1.212
C13 1.077 -3.639 -2.495
C14 1.911 -2.350 -2.456
S2 1.503 -1.170 -1.143
H1 3.863 -1.475 2.178
H2 4.141 0.075 1.386
H3 3.978 0.051 3.116
H4 2.136 1.800 2.450
H5 -0.422 2.820 2.896
H6 -2.790 2.009 3.167
H7 -3.716 -1.608 2.721
H8 -4.154 -0.139 3.638
H9 -4.441 -0.225 1.882
H10 -1.592 -1.908 1.780
H11 1.141 -2.189 2.192
H12 2.894 -2.351 0.465
H13 0.569 -5.347 -1.271
H14 2.237 -4.864 -1.104
H15 1.341 -4.248 -3.373
H16 0.032 -3.353 -2.594
H17 2.986 -2.586 -2.404
H18 1.787 -1.811 -3.418

2.
DFT (ωB97M-V/def2-TZVPD) results for C30H44BF5N2P2Pt as an isolated structure.

Gap between HOMO and LUMO (spin up / spin down)   6.05 / 5.33 eV
Strongest force on any atom   1.0 eV Å⁻¹
E   -70876.5596 eV
2S+1   5
Net charge   +2
HOMO energy (spin up / spin down)   -11.3495 / -14.5286 eV
LUMO energy (spin up / spin down)   -5.30 / -9.20 eV
Relative energy (zero: lowest compared OMol25 entry of this formula, charge and spin)   0.000 eV

Geometry (Å):
Pt1 0.083 -0.020 0.071
C1 2.182 0.960 2.529
C2 3.048 -0.237 2.113
C3 4.187 0.257 1.217
C4 3.617 -0.897 3.374
P1 1.946 -1.387 1.128
C5 0.943 -2.168 2.505
N1 -0.335 -2.502 1.932
B1 -0.892 -1.627 0.868
N2 -1.904 -2.489 0.266
C6 -2.528 -2.218 -1.009
P2 -1.739 -0.693 -1.720
C7 -1.327 -1.179 -3.472
C8 -2.495 -1.783 -4.256
C9 -0.793 0.061 -4.197
C10 -0.210 -2.229 -3.327
C11 -3.050 0.626 -1.511
C12 -4.222 0.431 -2.473
C13 -2.399 1.993 -1.747
C14 -3.545 0.562 -0.059
C15 -2.008 -3.651 0.950
C16 -2.833 -4.758 0.749
C17 -2.659 -5.831 1.588
C18 -1.678 -5.836 2.630
C19 -0.850 -4.773 2.844
C20 -1.004 -3.653 2.001
C21 2.809 -2.821 0.302
C22 3.479 -2.311 -0.980
C23 1.704 -3.813 -0.089
C24 3.834 -3.514 1.199
H1 2.812 1.675 3.063
H2 1.368 0.684 3.200
H3 1.758 1.474 1.667
H4 4.720 1.059 1.731
H5 3.814 0.657 0.270
H6 4.911 -0.528 1.002
H7 4.283 -0.183 3.863
H8 4.200 -1.789 3.160
H9 2.841 -1.150 4.095
H10 0.826 -1.421 3.291
H11 1.431 -3.045 2.931
H12 -3.608 -2.086 -0.917
H13 -2.351 -3.057 -1.686
H14 -3.276 -1.059 -4.467
H15 -2.941 -2.638 -3.745
H16 -2.117 -2.145 -5.214
H17 -1.597 0.746 -4.462
H18 -0.303 -0.246 -5.122
H19 -0.063 0.602 -3.592
H20 -0.612 -3.219 -3.106
H21 0.509 -1.963 -2.548
H22 0.334 -2.304 -4.270
H23 -3.943 0.654 -3.501
H24 -5.020 1.123 -2.195
H25 -4.637 -0.578 -2.433
H26 -2.023 2.105 -2.763
H27 -1.581 2.155 -1.045
H28 -3.142 2.775 -1.578
H29 -4.133 -0.332 0.148
H30 -4.194 1.422 0.117
H31 -2.721 0.617 0.656
H32 -3.587 -4.768 -0.025
H33 -3.284 -6.705 1.469
H34 -1.607 -6.708 3.265
H35 -0.125 -4.777 3.646
H36 2.735 -1.961 -1.697
H37 4.026 -3.136 -1.440
H38 4.190 -1.508 -0.797
H39 0.857 -3.316 -0.572
H40 1.342 -4.384 0.768
H41 2.116 -4.527 -0.804
H42 4.707 -2.888 1.379
H43 4.183 -4.417 0.693
H44 3.418 -3.822 2.159
F1 0.294 3.278 0.362
C25 1.069 2.897 -0.626
C26 1.143 1.566 -0.999
C27 2.025 1.387 -2.029
F2 2.255 0.191 -2.539
C28 2.791 2.428 -2.674
F3 3.594 2.106 -3.640
C29 2.667 3.749 -2.268
F4 3.346 4.711 -2.847
C30 1.795 3.994 -1.230
F5 1.613 5.197 -0.778

3.
DFT (ωB97M-V/def2-TZVPD) results for C42H37ILaN7O2S as an isolated structure at a distorted geometry.

Gap between HOMO and LUMO   7.15 eV
Strongest force on any atom   1.6 eV Å⁻¹
E   -78481.4051 eV
HOMO energy   -7.1973 eV
LUMO energy   -0.05 eV
Relative energy (zero: lowest compared OMol25 entry of this formula, charge and spin)   0.441 eV

Geometry (Å):
La1 0.078 1.082 1.469
I1 -1.717 -1.614 1.776
C1 -3.311 -0.603 2.722
C2 -4.353 -1.405 3.086
C3 -5.491 -0.818 3.687
C4 -5.530 0.531 3.881
C5 -4.443 1.361 3.500
C6 -4.509 2.767 3.704
C7 -3.459 3.558 3.352
C8 -2.290 2.979 2.788
C9 -2.148 1.633 2.538
C10 -3.269 0.811 2.909
H1 -4.319 -2.473 2.913
H2 -6.323 -1.446 3.981
H3 -6.401 0.997 4.330
H4 -5.408 3.188 4.142
H5 -3.510 4.631 3.512
H6 -1.470 3.663 2.564
S1 1.459 3.418 2.341
C11 2.404 3.195 0.872
C12 2.945 4.292 0.173
C13 3.671 4.070 -0.975
C14 3.849 2.765 -1.438
C15 3.271 1.754 -0.710
N1 2.573 1.946 0.419
H7 2.776 5.289 0.557
H8 4.097 4.906 -1.520
H9 4.404 2.546 -2.341
H10 3.352 0.722 -1.046
N2 3.516 -0.983 4.103
C16 4.198 -1.209 2.919
C17 3.340 -0.842 1.935
N3 2.160 -0.396 2.487
C18 2.299 -0.492 3.784
C19 1.234 -0.081 4.697
N4 0.125 0.441 4.247
C20 -0.656 0.702 5.349
C21 0.004 0.325 6.477
N5 1.219 -0.177 6.046
H11 3.889 -1.125 5.024
H12 5.202 -1.594 2.897
H13 3.490 -0.853 0.868
H14 -1.633 1.149 5.247
H15 -0.263 0.365 7.519
H16 1.941 -0.540 6.641
C22 3.197 -6.389 -1.346
C23 2.361 -5.449 -2.178
C24 1.545 -5.956 -3.182
C25 0.757 -5.105 -3.943
C26 0.779 -3.740 -3.709
C27 1.614 -3.215 -2.723
N6 1.654 -1.832 -2.408
C28 1.235 -0.792 -3.233
C29 1.459 -0.833 -4.618
C30 1.090 0.225 -5.425
C31 0.501 1.369 -4.885
C32 0.314 1.435 -3.520
C33 0.673 0.375 -2.682
C34 0.461 0.573 -1.219
O1 0.012 1.679 -0.812
O2 0.749 -0.353 -0.379
C35 2.412 -4.069 -1.948
C36 3.301 -3.509 -0.862
H17 2.950 -7.425 -1.573
H18 3.041 -6.232 -0.276
H19 4.265 -6.253 -1.534
H20 1.518 -7.026 -3.357
H21 0.107 -5.508 -4.712
H22 0.135 -3.082 -4.277
H23 1.482 -1.622 -1.430
H24 1.943 -1.701 -5.047
H25 1.280 0.165 -6.491
H26 0.218 2.197 -5.521
H27 -0.117 2.313 -3.056
H28 3.586 -2.481 -1.085
H29 4.213 -4.097 -0.752
H30 2.804 -3.505 0.116
C37 -4.055 2.789 -4.371
C38 -3.631 2.376 -2.988
C39 -3.683 1.054 -2.570
C40 -3.250 0.728 -1.292
N7 -2.773 1.619 -0.429
C41 -2.740 2.889 -0.823
C42 -3.154 3.310 -2.073
H31 -4.454 1.944 -4.932
H32 -3.209 3.194 -4.930
H33 -4.821 3.566 -4.328
H34 -4.048 0.277 -3.233
H35 -3.268 -0.305 -0.954
H36 -2.350 3.603 -0.102
H37 -3.095 4.361 -2.335

no.,M (g mol⁻¹)
1,264.4
2,795.5
3,969.7